This record from OMol25 describes a cluster of 4 separate species, C2H13NO4 in total at a distorted geometry. The level of theory is the ωB97M-V functional and the def2-TZVPD basis.

```
20
Properties=species:S:1:pos:R:3
N -2.10 -1.38 0.61
C -1.07 -0.86 1.53
C 0.29 -0.91 0.87
O 0.43 -2.15 0.16
H -2.71 -0.71 0.18
H -2.63 -2.16 0.98
H -1.04 -1.52 2.40
H -1.42 0.12 1.83
H 1.17 -0.81 1.49
H 0.32 -0.04 0.18
H -0.40 -2.12 -0.35
O 2.43 1.77 0.83
H 3.35 2.05 0.87
H 2.22 1.47 -0.07
O 1.95 1.12 -2.02
H 1.99 1.11 -2.98
H 1.48 0.32 -1.83
O -1.70 1.46 -1.25
H -1.78 1.90 -2.11
H -0.76 1.34 -1.31
```

As for the SMILES: NCCO.O.O.O. The value obtained for the HOMO energy is -9.360 eV. For the LUMO energy, the calculation gives 0.2 eV. The relative energy (zero: lowest compared OMol25 entry of this formula, charge and spin) is 98.6 kJ/mol. The calculation puts the total energy at -439.68523 a.u. The HOMO-LUMO gap is 9.5942 eV.


This record from OMol25 describes a structure of composition C8H11NO5 at a distorted geometry. The level of theory is the ωB97M-V functional and the def2-TZVPD basis.

```
25
Properties=species:S:1:pos:R:3
C 0.89 1.39 0.12
C -0.43 0.96 -0.27
C 1.67 0.44 0.73
C -2.18 -0.19 0.83
C 1.00 -0.92 0.58
C -1.04 1.80 -1.46
C 1.71 -2.09 -0.03
C -1.59 -1.12 -0.23
N -0.37 -0.48 -0.59
O -1.47 0.94 0.82
O 2.85 0.50 1.10
O -3.18 -0.32 1.50
O 1.23 2.77 0.06
O 0.36 -1.20 1.76
H -0.60 2.78 -1.21
H -2.19 1.82 -1.33
H -0.73 1.52 -2.41
H 2.86 -1.91 -0.12
H 1.31 -2.48 -0.95
H 1.60 -2.89 0.73
H -2.23 -1.02 -1.17
H -1.64 -2.21 0.14
H -0.20 -0.63 -1.58
H 2.04 2.95 0.69
H 0.33 -0.41 2.30
```

The value obtained for the HOMO energy is -7.354 eV. For the LUMO energy, the calculation gives 0.0 eV. The relative energy (zero: lowest compared OMol25 entry of this formula, charge and spin) is 92.2 kJ/mol. The calculation puts the total energy at -742.30195 a.u. The HOMO-LUMO gap is 7.4014 eV.


This record from OMol25 describes a cluster of 2 separate species, C4H10O in total. The level of theory is the ωB97M-V functional and the def2-TZVPD basis.

```
15
Properties=species:S:1:pos:R:3
O -3.35 0.42 -0.04
C -2.59 1.46 0.10
H -2.82 2.45 -0.31
H -1.68 1.35 0.72
C 2.45 0.25 0.66
C 1.63 -0.30 -0.50
C 1.29 -1.78 -0.33
H 3.47 -0.14 0.70
H 2.52 1.34 0.55
H 1.95 0.08 1.61
H 0.70 0.27 -0.55
H 2.18 -0.14 -1.43
H 0.63 -2.12 -1.13
H 0.72 -1.90 0.60
H 2.17 -2.41 -0.33
```

The value obtained for the HOMO energy (spin up / spin down) is 0.604 / -2.590 eV. For the LUMO energy (spin up / spin down), the calculation gives 3.7 / 3.7 eV. Its spin multiplicity is 2. The total charge is -1. The relative energy (zero: lowest compared OMol25 entry of this formula, charge and spin) is 14.6 kJ/mol. The calculation puts the total energy at -233.57407 a.u. The HOMO-LUMO gap (spin up / spin down) is 3.1031 / 6.2749 eV.


This record from OMol25 describes a structure of composition C29H35Cl2I2N6O5PY at a distorted geometry. The level of theory is the ωB97M-V functional and the def2-TZVPD basis.

```
81
Properties=species:S:1:pos:R:3
Y 0.47 0.36 0.03
C 0.04 3.38 0.99
N -0.15 2.09 1.71
C 0.66 2.11 2.96
C -1.55 1.85 1.94
C -2.14 2.01 3.18
C -3.52 1.90 3.30
C -4.34 1.68 2.18
C -3.77 1.45 0.96
C -2.36 1.43 0.82
N -1.69 1.06 -0.28
C -2.21 0.41 -1.41
C -3.30 -0.46 -1.37
C -3.68 -1.15 -2.51
C -2.97 -0.97 -3.69
C -1.87 -0.13 -3.73
C -1.45 0.55 -2.59
N -0.25 1.31 -2.51
C 0.75 0.97 -3.52
C -0.51 2.76 -2.54
H -0.20 4.20 1.67
H 1.07 3.47 0.66
H -0.62 3.43 0.13
H 0.51 3.07 3.47
H 0.31 1.31 3.61
H 1.71 2.00 2.69
H -1.54 2.19 4.06
H -3.97 2.04 4.27
H -5.41 1.69 2.29
H -4.39 1.29 0.09
H -3.79 -0.66 -0.43
H -4.51 -1.85 -2.46
H -3.27 -1.50 -4.58
H -1.31 -0.03 -4.64
H 0.46 1.33 -4.52
H 1.69 1.43 -3.25
H 0.86 -0.11 -3.56
H -0.79 3.08 -3.55
H -1.32 3.01 -1.86
H 0.39 3.29 -2.24
I 0.26 -3.41 -3.87
C -0.65 -3.37 -2.01
C -1.60 -4.39 -1.72
C -2.22 -4.44 -0.51
I -3.60 -5.94 -0.18
C -1.91 -3.47 0.49
C -2.46 -3.47 1.80
C -2.10 -2.50 2.69
C -1.20 -1.50 2.28
N -0.67 -1.47 1.08
C -1.00 -2.46 0.18
C -0.35 -2.40 -1.10
O 0.50 -1.40 -1.33
H -1.83 -5.12 -2.48
H -3.16 -4.24 2.08
H -2.47 -2.47 3.71
H -0.95 -0.73 3.03
Cl -0.36 -0.24 5.13
C 2.37 -1.33 3.39
Cl 3.23 -2.32 4.44
C 3.01 -0.93 2.16
O 4.16 -1.22 1.85
O 2.29 -0.16 1.33
H 1.38 -1.04 3.73
N 4.91 2.65 0.00
C 4.55 1.43 0.71
P 3.64 0.42 -0.47
O 4.65 0.61 -1.73
O 2.31 1.07 -0.93
C 3.62 -1.39 -0.73
N 3.06 -1.63 -2.11
H 5.69 3.11 0.45
H 4.13 3.31 -0.04
H 5.01 1.51 -1.68
H 3.96 1.56 1.62
H 5.45 0.88 0.96
H 2.97 -1.92 -0.05
H 4.63 -1.78 -0.69
H 2.00 -1.57 -2.05
H 3.29 -2.58 -2.42
H 3.44 -0.97 -2.79
```

The value obtained for the HOMO energy (spin up / spin down) is -10.082 / -10.081 eV. For the LUMO energy (spin up / spin down), the calculation gives -3.0 / -5.1 eV. The total charge is +1. The relative energy (zero: lowest compared OMol25 entry of this formula, charge and spin) is 262.9 kJ/mol. The calculation puts the total energy at -3726.31453 a.u. The HOMO-LUMO gap (spin up / spin down) is 7.0464 / 4.9737 eV.


This record from OMol25 describes a structure of composition C39H44BBrN8Ru. The level of theory is the ωB97M-V functional and the def2-TZVPD basis.

```
94
Properties=species:S:1:pos:R:3
Ru 0.77 0.07 0.24
C 3.07 -1.47 -3.83
C 3.00 -0.43 -2.71
C 3.86 0.79 -3.04
C 3.43 -1.01 -1.39
C 4.60 -1.72 -1.08
C 4.56 -1.88 0.29
N 3.43 -1.30 0.74
N 2.74 -0.77 -0.29
B 2.98 -1.06 2.20
N 1.72 -1.87 2.54
C 1.51 -2.72 3.56
C 0.17 -3.04 3.58
C -0.39 -2.32 2.51
N 0.56 -1.63 1.89
C -1.84 -2.17 2.14
C -2.34 -3.26 1.18
C -2.71 -2.14 3.39
N 2.75 0.46 2.39
C 3.37 1.25 3.29
C 3.03 2.56 3.01
C 2.18 2.48 1.89
N 2.02 1.21 1.54
C 1.60 3.65 1.14
C 0.39 4.24 1.88
C 1.27 3.34 -0.31
H 2.67 -1.05 -4.76
H 2.49 -2.36 -3.58
H 4.10 -1.78 -4.01
H 1.97 -0.10 -2.57
H 4.91 0.52 -3.12
H 3.76 1.55 -2.26
H 3.54 1.24 -3.99
H 5.37 -2.06 -1.75
H 5.25 -2.34 0.98
H 3.87 -1.42 2.95
H 2.32 -3.02 4.21
H -0.34 -3.67 4.29
H -1.93 -1.21 1.64
H -2.13 -4.26 1.58
H -1.87 -3.18 0.20
H -3.42 -3.17 1.04
H -2.69 -3.10 3.92
H -3.75 -1.94 3.12
H -2.38 -1.36 4.08
H 4.02 0.83 4.04
H 3.36 3.45 3.52
H 2.39 4.41 1.15
H -0.45 3.54 1.85
H 0.08 5.17 1.40
H 0.63 4.44 2.92
H 0.54 2.52 -0.38
H 2.17 3.02 -0.86
H 0.87 4.23 -0.80
C -3.97 3.87 -0.01
C -3.24 3.15 -0.97
C -2.29 2.23 -0.62
C -1.94 1.95 0.74
C -0.86 1.06 1.14
C -0.76 0.96 2.54
C -1.57 1.59 3.48
C -2.56 2.45 3.08
C -2.75 2.66 1.70
C -3.73 3.60 1.30
H -4.71 4.60 -0.31
H -3.46 3.29 -2.03
H -1.25 2.12 -2.37
H 0.03 0.34 2.95
H -1.39 1.42 4.54
H -3.18 2.98 3.79
H -4.28 4.11 2.08
N -1.71 1.50 -1.73
C -2.57 0.60 -2.36
C -2.71 0.58 -3.75
C -3.49 -0.39 -4.37
C -4.15 -1.35 -3.62
C -4.02 -1.32 -2.23
C -3.25 -0.36 -1.61
H -2.19 1.33 -4.34
H -3.58 -0.39 -5.45
H -4.75 -2.11 -4.10
H -4.53 -2.07 -1.63
H -3.12 -0.36 -0.53
Br -0.09 -4.67 -4.57
C 0.01 -3.34 -3.22
C -0.29 -2.03 -3.52
C -0.20 -1.10 -2.50
N 0.13 -1.38 -1.23
C 0.46 -2.66 -0.99
C 0.42 -3.67 -1.94
H -0.59 -1.72 -4.51
H -0.37 -0.05 -2.70
H 0.78 -2.88 0.02
H 0.69 -4.68 -1.68
```

The value obtained for the HOMO energy (spin up / spin down) is -2.500 / -2.689 eV. For the LUMO energy (spin up / spin down), the calculation gives 2.4 / 2.4 eV. Its spin multiplicity is 2. The total charge is -1. The relative energy (zero: lowest compared OMol25 entry of this formula, charge and spin) is 16.1 kJ/mol. The calculation puts the total energy at -4644.48074 a.u. The HOMO-LUMO gap (spin up / spin down) is 4.8545 / 5.0431 eV.


This record from OMol25 describes a structure of composition C11H24ClINOP2STm at a distorted geometry. The level of theory is the ωB97M-V functional and the def2-TZVPD basis.

```
43
Properties=species:S:1:pos:R:3
C -0.46 -3.72 -1.84
C -1.13 -2.37 -1.88
H -0.26 -4.06 -0.79
H 0.46 -3.53 -2.41
H -1.14 -4.44 -2.32
O -0.97 -1.60 -0.83
I 0.06 -1.03 -3.50
Tm -0.02 0.27 -0.10
P -2.65 1.27 -0.01
C -3.49 2.05 1.44
C -3.03 2.45 -1.34
H -4.12 2.50 -1.51
H -4.88 0.47 -0.23
H -2.50 2.13 -2.25
H -3.80 -0.42 -1.36
H -3.08 3.03 1.69
H -2.67 3.47 -1.10
C -3.90 -0.01 -0.35
H -4.56 2.15 1.23
H -3.81 -0.81 0.38
H -3.37 1.38 2.30
P 2.71 -0.14 -0.30
C 4.01 -0.05 0.97
C 2.68 -1.95 -0.66
H 3.03 0.50 -2.62
H 4.53 -0.21 -1.92
H 4.05 1.47 -1.54
C 3.67 0.46 -1.73
H 2.36 -2.13 -1.70
H 3.70 -2.32 -0.46
H 4.58 -0.99 0.97
H 3.59 0.09 1.98
H 1.97 -2.45 0.04
H 4.70 0.78 0.75
Cl -2.78 -2.50 -2.59
S 1.58 0.26 3.94
C 1.15 1.95 3.83
C 0.50 2.23 2.67
N 0.35 1.08 1.86
C 0.92 -0.04 2.37
H 1.31 2.67 4.63
H 0.06 3.15 2.29
H 0.64 -1.05 2.00
```

The value obtained for the HOMO energy (spin up / spin down) is -14.741 / -14.740 eV. For the LUMO energy (spin up / spin down), the calculation gives -7.5 / -7.5 eV. Its spin multiplicity is 3. The total charge is +2. The calculation puts the total energy at -3487.00139 a.u. The HOMO-LUMO gap (spin up / spin down) is 7.2500 / 7.2036 eV.


This record from OMol25 describes a cluster of 2 separate species, C3H9NO3 in total at a distorted geometry. The level of theory is the ωB97M-V functional and the def2-TZVPD basis.

```
16
Properties=species:S:1:pos:R:3
C -0.29 -0.31 0.68
C -0.27 -1.10 -0.53
C -1.59 0.23 1.18
N 0.85 0.18 1.15
O 0.09 1.25 -1.74
O 1.53 0.94 -1.57
O 0.96 -1.69 -0.82
H 1.94 1.78 -1.82
H 1.50 -0.96 -1.19
H 1.70 -0.27 0.82
H 0.84 0.78 1.96
H -1.08 -1.83 -0.61
H -0.39 -0.10 -1.37
H -1.49 0.76 2.13
H -1.98 0.93 0.43
H -2.32 -0.58 1.30
```

The value obtained for the HOMO energy is -7.787 eV. For the LUMO energy, the calculation gives 0.5 eV. The relative energy (zero: lowest compared OMol25 entry of this formula, charge and spin) is 566.7 kJ/mol. The calculation puts the total energy at -400.00564 a.u. The HOMO-LUMO gap is 8.3326 eV.


This record from OMol25 describes a cluster of 2 separate species, C8H18 in total. The level of theory is the ωB97M-V functional and the def2-TZVPD basis.

```
26
Properties=species:S:1:pos:R:3
C 0.33 3.32 0.22
C 1.21 2.33 0.93
C 2.22 1.66 0.35
C 3.10 0.68 1.05
H 0.62 3.41 -0.84
H 0.40 4.31 0.70
H -0.73 2.99 0.27
H 1.01 2.16 1.99
H 2.41 1.84 -0.72
H 3.02 -0.31 0.58
H 4.15 1.01 1.01
H 2.81 0.59 2.11
C -2.93 -0.73 0.30
C -1.98 -1.20 -0.80
C -0.96 -2.23 -0.30
C -0.01 -2.69 -1.40
H -3.65 0.01 -0.08
H -2.36 -0.27 1.13
H -3.49 -1.59 0.71
H -2.56 -1.65 -1.62
H -1.43 -0.33 -1.20
H -0.38 -1.78 0.53
H -1.51 -3.10 0.11
H 0.55 -1.83 -1.80
H -0.58 -3.16 -2.22
H 0.71 -3.43 -1.01
```

As for the SMILES: C/C=C/C.CCCC. The value obtained for the HOMO energy is -9.160 eV. For the LUMO energy, the calculation gives 1.1 eV. The relative energy (zero: lowest compared OMol25 entry of this formula, charge and spin) is 77.2 kJ/mol. The calculation puts the total energy at -315.58386 a.u. The HOMO-LUMO gap is 10.2461 eV.


This record from OMol25 describes a structure of composition C35H45CeN3OS at a distorted geometry. The level of theory is the ωB97M-V functional and the def2-TZVPD basis.

```
86
Properties=species:S:1:pos:R:3
Ce 0.00 0.00 0.00
C 4.39 -0.33 -2.92
C 3.63 0.96 -2.58
C 2.13 0.81 -2.86
C 3.98 1.48 -1.18
C 4.97 2.48 -1.12
C 5.32 3.06 0.09
C 4.68 2.67 1.26
C 3.69 1.68 1.25
C 3.00 1.38 2.58
C 3.57 0.13 3.26
C 1.47 1.34 2.52
C 3.37 1.03 0.02
N 2.45 -0.02 0.00
C 2.94 -1.21 0.12
C 2.08 -2.34 0.11
C 2.46 -3.66 0.21
C 1.28 -4.40 0.16
C 0.24 -3.49 0.03
N 0.75 -2.24 0.00
C -1.26 -3.71 -0.05
C -1.83 -3.05 -1.33
C -1.95 -3.11 1.19
C -1.59 -5.22 -0.11
H 4.24 -0.59 -3.97
H 4.06 -1.17 -2.31
H 5.47 -0.20 -2.76
H 3.97 1.72 -3.29
H 1.69 -0.07 -2.38
H 1.97 0.69 -3.94
H 1.58 1.70 -2.54
H 5.46 2.82 -2.03
H 6.08 3.84 0.12
H 4.95 3.17 2.19
H 3.23 2.22 3.25
H 3.31 -0.79 2.72
H 3.17 0.04 4.27
H 4.66 0.18 3.32
H 1.09 0.43 2.05
H 1.07 2.20 1.97
H 1.05 1.37 3.53
H 4.02 -1.41 0.23
H 3.46 -4.04 0.31
H 1.20 -5.48 0.22
H -1.68 -1.97 -1.32
H -2.90 -3.24 -1.42
H -1.34 -3.44 -2.23
H -1.79 -2.03 1.25
H -1.55 -3.55 2.11
H -3.03 -3.29 1.16
H -1.13 -5.70 -0.98
H -2.67 -5.38 -0.18
H -1.24 -5.74 0.79
C -5.60 -3.21 1.67
C -4.76 -2.03 1.27
C -4.25 -1.14 2.23
C -3.48 -0.04 1.84
C -3.22 0.19 0.48
C -3.73 -0.69 -0.47
C -4.50 -1.79 -0.08
S -2.23 1.62 0.00
C -3.53 2.86 0.17
O -1.95 1.46 -1.47
H -5.61 -3.34 2.76
H -5.19 -4.13 1.24
H -6.63 -3.07 1.34
H -4.45 -1.31 3.29
H -3.09 0.62 2.60
H -3.52 -0.53 -1.53
H -4.88 -2.47 -0.85
H -4.39 2.59 -0.45
H -3.14 3.82 -0.17
H -3.83 2.95 1.21
N 0.74 2.29 0.00
C -0.09 3.32 0.53
C 0.35 4.64 0.53
C -0.46 5.64 1.05
C -1.72 5.32 1.58
C -2.15 4.00 1.58
C -1.34 2.99 1.06
H 1.33 4.89 0.12
H -0.12 6.68 1.05
H -2.35 6.11 1.98
H -3.13 3.75 1.99
H -1.68 1.96 1.06
H -1.76 -1.28 0.00
```

The value obtained for the HOMO energy (spin up / spin down) is -6.303 / -6.301 eV. For the LUMO energy (spin up / spin down), the calculation gives 0.0 / -0.1 eV. The calculation puts the total energy at -2472.95692 a.u. The HOMO-LUMO gap (spin up / spin down) is 6.2566 / 6.2447 eV.


This record from OMol25 describes a structure of composition C38H37N5O2P2TeV. The level of theory is the ωB97M-V functional and the def2-TZVPD basis.

```
86
Properties=species:S:1:pos:R:3
V 0.03 0.20 -0.32
Te 1.91 1.17 4.40
C 1.16 -0.17 5.86
C 0.14 0.23 6.71
C -0.42 -0.73 7.56
N -0.04 -2.00 7.58
C 0.97 -2.36 6.79
C 1.61 -1.48 5.92
C 1.25 0.08 2.74
P -0.35 0.29 2.09
C -0.98 1.94 2.44
C -0.23 3.04 1.99
C -0.73 4.32 2.16
C -1.96 4.52 2.77
C -2.70 3.43 3.21
C -2.22 2.14 3.05
C -1.61 -0.89 2.63
C -1.71 -1.30 3.96
C -2.69 -2.20 4.33
C -3.58 -2.70 3.38
C -3.48 -2.30 2.06
C -2.50 -1.39 1.68
P 2.16 -1.11 1.91
C 1.17 -2.60 1.73
C 0.57 -3.26 2.72
C -0.33 -4.38 2.42
C -0.41 -4.87 1.19
C 0.45 -4.38 0.06
C 0.95 -2.96 0.31
C 3.73 -1.48 2.68
C 4.03 -2.77 3.11
C 5.26 -3.02 3.71
C 6.18 -2.00 3.88
C 5.88 -0.71 3.44
C 4.66 -0.45 2.84
H -0.24 1.24 6.71
H -1.22 -0.46 8.23
H 1.29 -3.39 6.86
H 2.44 -1.82 5.32
H 0.74 2.88 1.54
H -0.15 5.17 1.82
H -2.34 5.52 2.90
H -3.65 3.59 3.70
H -2.80 1.29 3.39
H -1.02 -0.92 4.70
H -2.76 -2.52 5.36
H -4.35 -3.40 3.68
H -4.17 -2.69 1.32
H -2.43 -1.09 0.64
H 0.71 -2.95 3.75
H -0.93 -4.79 3.23
H -1.07 -5.70 0.96
H 1.34 -5.02 -0.01
H -0.23 -2.36 -1.25
H 3.32 -3.57 2.98
H 5.49 -4.02 4.06
H 7.13 -2.20 4.35
H 6.61 0.08 3.57
H 4.44 0.56 2.51
C 2.31 -2.76 -1.93
C 1.77 -2.20 -0.65
N 0.31 -1.88 -0.53
O -0.25 -4.37 -1.17
C 2.50 -0.99 -0.01
C 3.99 -0.93 -0.31
N 1.82 0.11 -0.75
O 1.53 1.25 -0.06
H 1.63 -3.51 -2.34
H 3.27 -3.24 -1.75
H 2.45 -1.97 -2.66
H -0.48 -5.28 -1.43
H 4.51 -1.79 0.10
H 4.43 -0.03 0.13
H 4.14 -0.88 -1.38
C -3.09 2.04 -0.48
C -2.43 1.48 -1.68
N -1.35 0.68 -1.72
C -1.09 0.40 -3.06
C -2.01 1.02 -3.82
N -2.84 1.69 -2.94
H -2.35 2.34 0.27
H -3.75 1.29 -0.03
H -3.68 2.91 -0.74
H -0.26 -0.21 -3.36
H -2.15 1.06 -4.88
H -3.63 2.25 -3.19
```

The value obtained for the HOMO energy (spin up / spin down) is -12.493 / -12.490 eV. For the LUMO energy (spin up / spin down), the calculation gives -6.2 / -5.8 eV. Its spin multiplicity is 2. The total charge is +2. The relative energy (zero: lowest compared OMol25 entry of this formula, charge and spin) is 0.0 kJ/mol. The calculation puts the total energy at -3788.66103 a.u. The HOMO-LUMO gap (spin up / spin down) is 6.2601 / 6.6642 eV.